A molecular structure, C10H22N3O7S6Sc in a non-equilibrium geometry, computed with ωB97M-V/def2-TZVPD.

Positions of all 49 atoms, in Å:
1 Sc 0.152 -0.622 -0.879
2 H -1.321 -0.472 3.904
3 S -1.048 1.774 0.912
4 O -0.368 -1.978 -2.165
5 H 0.685 3.172 1.883
6 H 2.457 2.115 1.861
7 H -3.896 -3.454 -3.442
8 C -1.261 1.287 2.670
9 H 4.172 1.898 1.452
10 O -0.578 0.750 -2.113
11 O 0.414 0.877 -3.982
12 H -2.968 -1.467 -3.631
13 H 0.930 4.794 -0.036
14 C 3.152 1.862 1.063
15 O 1.427 0.117 -2.277
16 C -1.311 -0.219 2.843
17 H 1.585 -0.977 3.892
18 C 2.776 -0.709 2.121
19 N 0.430 0.578 -2.835
20 H -2.199 -4.028 -3.342
21 C 3.021 2.812 -0.113
22 S 0.049 -1.157 2.038
23 H 3.784 2.586 -0.856
24 S 2.805 0.128 0.499
25 H -2.195 1.727 3.022
26 H 3.118 3.849 0.207
27 H -0.466 4.018 -0.820
28 O 1.152 -3.904 -2.235
29 H -0.435 1.723 3.231
30 O -0.621 -3.785 -0.570
31 H -2.315 -3.555 -0.926
32 H 3.658 -0.385 2.675
33 C -2.787 -1.791 -1.639
34 N -3.069 -1.046 -2.721
35 N -2.949 -3.106 -1.609
36 H 1.361 0.599 3.099
37 O 1.164 -2.177 -0.455
38 S 0.362 -3.085 -1.381
39 C -3.141 -3.904 -2.799
40 H -2.199 -0.631 2.361
41 C -0.129 3.354 1.182
42 S 1.442 2.663 -1.040
43 C 1.516 -0.466 2.930
44 H 2.865 -1.764 1.862
45 C 0.380 3.860 -0.153
46 H -3.500 -4.877 -2.474
47 H -0.823 4.078 1.612
48 S -2.464 -0.992 -0.175
49 H -2.814 -0.068 -2.650

Computed properties:
Charge: 0
ΔE to the lowest compared entry with this formula, charge and spin (kcal per mole): 33.7
Gap between HOMO and LUMO (eV): 8.67
2S+1: 1
Lowest unoccupied orbital energy (eV): 0.0613